1.
A cluster of 2 separate species, C10H10N3O2 in total, computed with ωB97M-V with the def2-TZVPD basis set.

The geometry in XYZ format:
```
25
Properties=species:S:1:pos:R:3:forces:R:3
C 0.3193 1.3631 2.9250 -1.0 -1.1 -1.3
C -0.8032 1.6269 2.1191 -0.5 1.9 0.9
C 1.3643 0.6054 2.4115 -0.2 -0.1 -0.8
C -0.7716 1.3710 0.8045 0.9 -2.0 -2.2
C 1.3724 0.1886 1.0508 1.4 0.9 -0.8
C 0.2909 0.5971 0.1860 1.6 0.6 2.6
C 1.5518 -0.3432 -1.8327 0.7 1.8 1.9
C -0.7426 0.2437 -2.1368 2.7 -1.4 -0.6
C 0.4168 0.1809 -1.1258 -1.6 0.0 -2.4
C -1.9274 -0.6256 -1.8158 0.7 -1.5 -1.0
N 1.1900 -0.5342 -3.1931 -2.6 -0.1 -0.9
N -0.0359 -0.2795 -3.3678 0.9 -0.4 -0.5
N 0.2964 -2.4997 0.7232 -2.2 0.9 -0.8
O 0.4377 -1.6871 1.6155 0.0 -2.2 0.2
O 2.7528 -0.4436 -1.5090 -0.7 -0.5 -0.1
H 0.0817 1.4753 3.9338 0.6 0.3 1.9
H -1.7104 2.2114 2.4881 1.4 -0.9 -0.1
H 2.0499 0.1650 3.1198 0.5 0.2 -0.1
H -1.6202 1.5799 0.2069 -0.8 0.4 -0.6
H 2.2557 -0.3779 0.4612 -2.0 1.4 2.0
H -1.1118 1.1857 -2.5451 0.2 0.5 0.5
H -2.4004 -0.1527 -1.0021 -1.2 0.2 0.9
H -1.6447 -1.6501 -1.5604 0.6 0.3 0.7
H -2.5336 -0.8834 -2.6806 -0.6 1.0 -0.2
H 0.9217 -3.3171 0.7240 1.3 0.0 0.8
```
Forces are in eV/Å.

The value obtained for the HOMO energy (alpha / beta) is -0.109 / -0.109 Ha. The calculation puts the energy at -19093.193 eV. Its net charge is -1.

Atom charges from the Mulliken analysis, given in e for atoms 1 to 4: atom 1 (C): -0.6491, atom 2 (C): -0.5248, atom 3 (C): -0.3922, atom 4 (C): -0.3517

---

2.
A structure of composition C25H24ClNO4SiTi, computed with ωB97M-V with the def2-TZVPD basis set.

The geometry in XYZ format:
```
57
Properties=species:S:1:pos:R:3:forces:R:3
Ti -0.0596 0.1675 0.3596 0.2 -1.0 0.1
C 0.0094 0.3745 2.6794 0.0 0.2 0.0
C -1.0463 -0.5673 2.5771 -0.1 0.3 -0.2
C -0.4825 -1.8253 2.3040 -0.1 0.1 -0.1
C 0.9042 -1.6698 2.2145 0.1 0.1 -0.3
C 1.2159 -0.3135 2.4238 0.0 0.3 0.0
H -0.0866 1.4243 2.9022 0.0 0.0 0.1
H -2.0935 -0.3541 2.7179 0.0 -0.1 0.1
H -1.0295 -2.7265 2.0740 0.0 0.0 0.0
H 1.6070 -2.4402 1.9325 0.0 0.0 0.0
H 2.1941 0.1393 2.3918 0.0 0.0 0.0
O 2.4359 3.1128 -0.7035 -0.1 0.1 -0.1
C 1.5384 2.2864 -0.7384 0.1 0.0 0.1
O 1.0445 1.7158 0.3649 -0.1 -0.3 0.3
C 0.8820 1.7667 -1.9260 0.2 0.2 -0.1
C 1.1931 2.2508 -3.2020 0.0 0.0 0.0
C 0.5651 1.7391 -4.2970 0.0 0.0 0.0
C -0.4345 0.7284 -4.1034 0.0 0.0 0.1
C -1.1509 0.1939 -5.1824 0.0 0.0 0.0
C -2.1297 -0.7610 -4.9986 0.0 0.0 -0.1
C -2.4150 -1.1952 -3.7073 0.0 0.0 0.1
C -1.7242 -0.6887 -2.6247 0.0 0.1 0.0
C -0.7112 0.2739 -2.7848 -0.1 -0.2 -0.2
N -0.0185 0.7648 -1.6932 -0.2 0.1 0.2
H 1.9473 3.0246 -3.2625 0.0 0.0 0.0
H 0.7826 2.0818 -5.3007 0.0 0.0 0.0
H -0.9168 0.5558 -6.1778 0.0 0.0 0.0
H -2.6687 -1.1658 -5.8461 0.0 0.0 0.0
H -3.1789 -1.9447 -3.5391 0.0 0.0 0.0
H -1.9583 -1.0490 -1.6353 0.0 0.0 0.0
C -3.8755 0.0783 0.4033 0.0 0.2 0.0
Si -2.3977 1.2796 0.3627 0.1 0.0 0.0
C -2.5133 2.4286 1.8798 -0.2 -0.1 -0.1
C -2.6563 2.4259 -1.1274 -0.1 0.0 0.1
H -4.8092 0.6414 0.5080 0.0 0.0 0.0
H -3.8192 -0.6364 1.2260 0.0 0.0 0.0
H -3.9398 -0.4869 -0.5284 0.0 0.0 0.0
H -3.4442 3.0042 1.8304 0.0 0.0 0.0
H -1.6852 3.1408 1.8815 0.0 0.0 0.0
H -2.5047 1.8947 2.8312 0.0 0.0 0.0
H -3.5304 3.0644 -0.9575 0.0 0.0 0.0
H -2.8251 1.8646 -2.0476 0.0 0.0 0.0
H -1.7898 3.0725 -1.2834 0.0 0.0 0.0
Cl 5.2875 -1.3867 -4.4590 0.0 0.0 0.0
C 3.8774 -1.7259 -3.4907 0.0 0.0 0.0
C 2.9854 -2.6955 -3.9189 0.0 0.0 0.0
C 1.8635 -2.9542 -3.1499 -0.1 0.0 0.0
C 1.6239 -2.2471 -1.9773 -0.1 0.0 0.1
C 2.5443 -1.2931 -1.5619 0.0 0.0 0.0
C 3.6782 -1.0249 -2.3149 0.0 0.0 0.0
C 0.3381 -2.5257 -1.2262 0.1 -0.1 -0.4
O -0.2616 -3.5688 -1.4094 0.0 0.0 0.1
O -0.0684 -1.5832 -0.4415 0.0 0.1 0.1
H 3.1685 -3.2277 -4.8421 0.0 0.0 0.0
H 1.1403 -3.6987 -3.4547 0.0 0.0 0.0
H 2.3997 -0.7492 -0.6372 -0.1 0.0 0.0
H 4.3849 -0.2702 -1.9975 0.0 0.0 0.0
```
Forces are in eV/Å.

The value obtained for the HOMO energy (alpha / beta) is -0.103 / -0.199 Ha. The calculation puts the energy at -79515.988 eV. As for the spin multiplicity: 2. Its net charge is -1.

Atom charges from the Mulliken analysis, given in e for atoms 1 to 4: atom 1 (Ti): 0.1191, atom 2 (C): -0.7157, atom 3 (C): -0.4147, atom 4 (C): -0.8760

---

3.
A structure of composition C22H41F9NbO4S, computed with ωB97M-V with the def2-TZVPD basis set.

The geometry in XYZ format:
```
78
Properties=species:S:1:pos:R:3:forces:R:3
F 7.4657 0.2319 -1.6803 0.2 -0.5 -0.3
C 7.8446 -0.5675 -2.6933 0.2 0.1 0.3
F 9.0560 -1.0775 -2.3865 -0.5 0.2 0.0
F 6.9837 -1.5747 -2.8129 0.3 0.2 0.2
C 7.9675 0.2563 -4.0152 0.1 -0.2 0.0
F 8.9768 -0.3003 -4.7250 0.0 0.0 0.0
F 8.3222 1.5165 -3.6953 0.1 -0.2 0.0
C 6.7409 0.2888 -4.9595 0.1 0.4 -0.2
F 6.4387 -0.9688 -5.3428 0.1 0.3 0.1
F 7.1903 0.9674 -6.0520 0.0 -0.2 0.1
C 5.4746 1.0119 -4.4535 -0.6 -0.8 -0.2
F 5.8039 2.2990 -4.2027 0.2 0.5 0.1
F 4.6636 1.0210 -5.5412 -0.1 0.1 -0.1
C 4.7933 0.3893 -3.2679 -0.8 0.5 0.1
C 3.3316 0.8994 -3.0974 0.0 -0.5 -0.2
Nb 1.7852 -0.6385 -3.6852 -1.2 -0.1 -0.4
S -0.1329 -2.0982 -4.2921 -0.2 0.3 0.2
H 4.7943 -0.6874 -3.3415 0.3 -0.3 -0.1
H 5.3467 0.7157 -2.3949 0.3 -0.2 0.1
H 3.1898 1.0797 -2.0381 -0.2 0.2 0.3
H 3.2104 1.8446 -3.6066 -0.1 0.3 -0.1
H 2.2395 -1.6198 -2.1852 0.9 0.2 0.2
H 2.9681 -1.7028 -4.6078 0.1 -0.4 -0.1
H 1.5477 0.3920 -5.1798 0.7 0.2 -0.2
H 0.5473 0.3480 -2.7227 -0.3 -0.2 0.2
H 0.3807 -3.0728 -5.0562 0.3 0.2 0.0
C 0.7484 4.2186 1.1746 -0.1 0.0 0.0
C 0.6711 2.7124 1.4088 0.0 -0.1 0.0
C 0.7142 2.1751 -0.0167 0.0 0.1 0.0
O 1.4998 3.1087 -0.7685 0.0 0.0 0.1
C 1.7035 4.2944 -0.0101 0.1 -0.1 0.0
H 1.1013 4.7832 2.0383 0.0 0.0 0.0
H -0.2346 4.6045 0.8923 0.0 0.0 0.0
H 1.5498 2.3754 1.9658 0.0 0.0 0.0
H -0.2179 2.3962 1.9521 0.0 0.0 0.0
H -0.2853 2.1268 -0.4591 0.0 0.0 0.0
H 1.1643 1.1860 -0.0891 0.0 0.0 -0.1
H 2.7477 4.3234 0.3262 0.0 0.1 0.0
H 1.5236 5.1619 -0.6481 0.0 0.0 0.0
C -3.2126 1.8384 5.5440 0.1 0.0 0.1
C -3.6739 3.2253 5.1027 -0.1 0.0 0.0
C -2.6296 3.5766 4.0508 0.1 0.0 0.0
O -2.2311 2.3412 3.4556 0.0 0.0 0.1
C -2.7214 1.2472 4.2294 -0.1 0.0 -0.1
H -3.9963 1.2410 6.0083 0.0 0.0 0.0
H -2.3849 1.9253 6.2514 0.0 0.0 0.0
H -4.6638 3.1630 4.6451 0.0 0.0 0.0
H -3.7181 3.9525 5.9121 0.0 0.0 0.0
H -1.7500 4.0469 4.5042 0.0 0.0 0.0
H -3.0128 4.2386 3.2739 0.0 0.0 0.0
H -3.5404 0.7722 3.6774 0.0 0.0 0.1
H -1.9241 0.5148 4.3637 0.0 0.0 -0.1
C -4.6704 -2.1904 -0.7104 -0.1 0.0 0.0
C -4.1202 -3.5789 -1.0117 0.1 -0.1 0.0
C -3.3440 -3.3329 -2.3012 0.0 0.1 0.0
O -2.8766 -1.9893 -2.2312 -0.2 0.1 0.1
C -3.5127 -1.3064 -1.1571 0.1 0.0 0.0
H -4.9363 -2.0439 0.3373 0.0 0.0 0.0
H -5.5565 -1.9922 -1.3202 0.0 0.0 0.0
H -3.4428 -3.8842 -0.2149 0.0 0.0 0.0
H -4.8904 -4.3440 -1.1197 0.0 0.0 0.0
H -3.9875 -3.4361 -3.1838 0.0 0.0 0.0
H -2.4883 -3.9978 -2.4200 0.0 0.0 0.0
H -2.7833 -1.1697 -0.3493 0.0 0.0 0.0
H -3.8337 -0.3218 -1.5012 0.0 0.0 0.0
C -4.0814 -2.2412 4.0792 -0.1 0.0 0.0
C -4.1069 -3.7260 4.4305 0.1 0.0 0.0
C -4.0424 -4.3656 3.0489 -0.1 0.1 -0.1
O -3.2925 -3.4713 2.2271 0.0 0.0 0.1
C -3.1288 -2.2178 2.8929 0.1 0.0 0.0
H -3.7524 -1.6013 4.8974 0.0 0.0 0.0
H -5.0771 -1.9137 3.7689 0.0 0.0 0.0
H -3.2199 -3.9896 5.0109 0.0 0.0 0.0
H -4.9865 -4.0305 4.9961 0.0 0.0 0.0
H -5.0438 -4.4801 2.6178 0.0 0.0 0.0
H -3.5544 -5.3407 3.0521 0.0 0.0 0.0
H -2.0872 -2.1281 3.2194 0.0 0.1 0.0
H -3.3414 -1.4090 2.1928 0.0 0.0 -0.1
```
Forces are in eV/Å.

The value obtained for the HOMO energy is -0.170 Ha. The calculation puts the energy at -68506.506 eV. Its net charge is -1.

Atom charges from the Mulliken analysis, given in e for atoms 1 to 4: atom 1 (F): -0.2409, atom 2 (C): 0.6461, atom 3 (F): -0.2753, atom 4 (F): -0.2163

---

4.
An isolated molecule of C5H9NO, computed with ωB97M-V with the def2-TZVPD basis set.

The geometry in XYZ format:
```
16
Properties=species:S:1:pos:R:3:forces:R:3
C -1.1010 1.8159 0.1068 0.1 -0.1 1.0
C 1.1022 -1.2270 -1.0487 0.4 0.5 -0.3
C 0.1253 0.9528 -0.0437 1.0 -0.4 -2.5
C 0.1722 -0.4246 -0.1888 0.1 0.2 1.2
C -0.5494 -1.0542 0.8942 -0.5 1.8 1.7
O 1.1722 1.7276 -0.5049 -0.5 -0.4 0.1
N -0.5206 -2.2578 1.3273 -0.7 0.1 -1.5
H 1.9723 1.1845 -0.5783 -0.3 0.1 0.0
H -1.3128 -2.4521 1.9448 0.7 0.4 0.5
H -0.9054 -0.1169 1.5193 -0.7 -2.1 -0.6
H -0.9783 2.4855 0.9622 -0.1 0.1 -0.1
H -2.0125 1.2335 0.2443 0.2 0.0 0.0
H -1.2317 2.4316 -0.7903 0.3 -0.2 0.1
H 2.1429 -1.0957 -0.7380 0.1 -0.2 0.0
H 0.8846 -2.2979 -1.0120 -0.1 0.3 0.3
H 1.0400 -0.9054 -2.0941 0.0 0.0 0.1
```
Forces are in eV/Å.

The value obtained for the HOMO energy is -0.307 Ha. The calculation puts the energy at -8866.628 eV.

Atom charges from the Mulliken analysis, given in e for atoms 1 to 4: atom 1 (C): -1.3325, atom 2 (C): -1.4077, atom 3 (C): 0.5149, atom 4 (C): 0.6379

---

5.
An isolated molecule of C4H8O2, computed with ωB97M-V with the def2-TZVPD basis set.

The geometry in XYZ format:
```
14
Properties=species:S:1:pos:R:3:forces:R:3
C 1.4849 0.6027 0.2198 -0.9 2.0 -1.8
C 0.6524 -0.6189 0.2676 -1.8 0.4 -2.1
O -0.2032 -0.7794 1.3846 0.1 0.0 0.3
C -1.4141 -0.4834 0.6836 -0.5 0.0 0.1
C -0.7950 -0.3971 -0.7109 2.4 -0.7 1.2
O -0.9156 0.7670 -1.4067 2.2 1.7 0.4
H 1.4518 1.2245 1.1145 0.3 -0.3 0.1
H 2.4714 0.4862 -0.2273 0.0 0.0 0.4
H 0.9635 1.4380 -0.6165 1.9 -1.6 2.1
H 1.1392 -1.5538 -0.0425 0.1 0.4 0.3
H -1.8221 0.4848 0.9968 0.0 -0.1 0.0
H -2.1612 -1.2689 0.8353 0.0 0.1 0.0
H -0.8367 -1.3030 -1.3326 -0.4 0.5 0.0
H -0.0151 1.4013 -1.1656 -3.4 -2.2 -0.9
```
Forces are in eV/Å.

The value obtained for the HOMO energy is -0.361 Ha. The calculation puts the energy at -8369.656 eV.

Atom charges from the Mulliken analysis, given in e for atoms 1 to 4: atom 1 (C): -1.0115, atom 2 (C): 0.1326, atom 3 (O): -0.4374, atom 4 (C): -0.3589

---

Copy entry 4 word for word.
An isolated molecule of C5H9NO, computed with ωB97M-V with the def2-TZVPD basis set.

The geometry in XYZ format:
```
16
Properties=species:S:1:pos:R:3:forces:R:3
C -1.1010 1.8159 0.1068 0.1 -0.1 1.0
C 1.1022 -1.2270 -1.0487 0.4 0.5 -0.3
C 0.1253 0.9528 -0.0437 1.0 -0.4 -2.5
C 0.1722 -0.4246 -0.1888 0.1 0.2 1.2
C -0.5494 -1.0542 0.8942 -0.5 1.8 1.7
O 1.1722 1.7276 -0.5049 -0.5 -0.4 0.1
N -0.5206 -2.2578 1.3273 -0.7 0.1 -1.5
H 1.9723 1.1845 -0.5783 -0.3 0.1 0.0
H -1.3128 -2.4521 1.9448 0.7 0.4 0.5
H -0.9054 -0.1169 1.5193 -0.7 -2.1 -0.6
H -0.9783 2.4855 0.9622 -0.1 0.1 -0.1
H -2.0125 1.2335 0.2443 0.2 0.0 0.0
H -1.2317 2.4316 -0.7903 0.3 -0.2 0.1
H 2.1429 -1.0957 -0.7380 0.1 -0.2 0.0
H 0.8846 -2.2979 -1.0120 -0.1 0.3 0.3
H 1.0400 -0.9054 -2.0941 0.0 0.0 0.1
```
Forces are in eV/Å.

The value obtained for the HOMO energy is -0.307 Ha. The calculation puts the energy at -8866.628 eV.

Atom charges from the Mulliken analysis, given in e for atoms 1 to 4: atom 1 (C): -1.3325, atom 2 (C): -1.4077, atom 3 (C): 0.5149, atom 4 (C): 0.6379

---

What did the fifth record say?
An isolated molecule of C4H8O2, computed with ωB97M-V with the def2-TZVPD basis set.

The geometry in XYZ format:
```
14
Properties=species:S:1:pos:R:3:forces:R:3
C 1.4849 0.6027 0.2198 -0.9 2.0 -1.8
C 0.6524 -0.6189 0.2676 -1.8 0.4 -2.1
O -0.2032 -0.7794 1.3846 0.1 0.0 0.3
C -1.4141 -0.4834 0.6836 -0.5 0.0 0.1
C -0.7950 -0.3971 -0.7109 2.4 -0.7 1.2
O -0.9156 0.7670 -1.4067 2.2 1.7 0.4
H 1.4518 1.2245 1.1145 0.3 -0.3 0.1
H 2.4714 0.4862 -0.2273 0.0 0.0 0.4
H 0.9635 1.4380 -0.6165 1.9 -1.6 2.1
H 1.1392 -1.5538 -0.0425 0.1 0.4 0.3
H -1.8221 0.4848 0.9968 0.0 -0.1 0.0
H -2.1612 -1.2689 0.8353 0.0 0.1 0.0
H -0.8367 -1.3030 -1.3326 -0.4 0.5 0.0
H -0.0151 1.4013 -1.1656 -3.4 -2.2 -0.9
```
Forces are in eV/Å.

The value obtained for the HOMO energy is -0.361 Ha. The calculation puts the energy at -8369.656 eV.

Atom charges from the Mulliken analysis, given in e for atoms 1 to 4: atom 1 (C): -1.0115, atom 2 (C): 0.1326, atom 3 (O): -0.4374, atom 4 (C): -0.3589